DFT (ωB97M-V with the def2-TZVPD basis set) results for C26H51Cl3GaN2O6PSi as an isolated structure.

LUMO level ... 0.1 eV
Energy above the lowest of the compared OMol25 structures with the same formula, charge and spin ... 1.0284 eV
HOMO-LUMO gap ... 8.2 eV
E ... -150168.9596 eV
Charge ... 0

```
91
Properties=species:S:1:pos:R:3:forces:R:3
C 3.247050 -2.507275 -3.756957 0.1 -0.2 0.1
C 2.610971 -1.709388 -4.853590 -0.5 0.1 -1.0
H 2.818536 -3.518777 -3.745382 0.2 0.2 0.2
H 3.082069 -2.037452 -2.781362 0.0 -0.1 -0.2
H 4.332054 -2.611022 -3.919714 -0.2 0.0 0.0
C 2.400749 -2.233055 -6.072220 0.3 0.5 0.5
C 2.803216 -3.603086 -6.488095 0.0 -0.6 -0.3
H 1.959999 -1.645322 -6.868301 0.2 0.1 0.2
H 2.382886 -4.377100 -5.832592 0.2 0.1 0.0
H 3.896338 -3.728675 -6.501952 -0.2 0.0 0.0
H 2.426244 -3.797055 -7.499930 0.2 -0.1 0.2
Ga 2.369988 0.332621 -0.271482 -1.0 -0.9 -0.1
Cl 3.384647 -0.290969 1.524550 -0.1 0.0 -0.2
Cl 3.619125 1.349761 -1.715044 -0.1 -0.1 0.4
C 1.046768 2.719722 0.590157 -0.8 -1.3 -0.7
O 0.914273 1.460791 0.366583 0.5 1.7 0.7
N -0.011025 3.514788 0.634734 0.5 -0.4 -0.1
C -1.361335 2.941777 0.686244 -0.2 0.0 -0.3
C 0.154287 4.906376 0.208336 0.3 0.2 0.1
H 2.040410 3.165451 0.714383 -0.2 0.1 -0.2
H -1.459153 2.260035 1.538737 0.2 0.1 -0.2
H -1.608004 2.404528 -0.236314 0.2 0.2 0.2
H -2.068025 3.764483 0.795739 0.1 0.0 0.1
H 1.027929 5.329966 0.716813 -0.2 0.1 -0.1
H -0.743625 5.469585 0.467857 0.2 -0.1 0.1
H 0.310066 4.970586 -0.881034 -0.1 -0.1 0.4
H -0.259382 -5.235798 2.987912 -0.2 0.0 -0.1
H -0.253289 -3.322433 -0.004011 -0.4 -0.2 0.1
C -1.243125 -4.844063 2.690390 0.3 0.2 0.3
C -1.171685 -3.732745 0.440438 -0.1 0.1 -0.2
N -1.118462 -3.636927 1.888543 0.1 0.2 0.1
H -1.818800 -4.637235 3.602389 0.1 -0.1 -0.3
C -0.856772 -2.427416 2.447509 0.0 0.5 -0.6
O -0.869853 -1.364650 1.827828 0.1 -1.1 0.5
H -2.035194 -3.176595 0.045502 0.3 -0.1 0.0
H -0.596519 -2.471753 3.526520 -0.3 -0.1 -0.3
H -1.749441 -5.609628 2.097800 0.0 0.1 0.2
H -1.271380 -4.786760 0.176873 0.0 0.1 -0.1
O 1.322329 -0.324186 -3.407744 -1.0 -0.2 0.7
C 2.224871 -0.280003 -4.488870 -0.1 0.0 0.3
C 0.706371 0.232047 -6.444558 -0.4 0.4 -0.1
C 1.766229 0.606517 -5.625021 0.4 -0.2 0.0
H 0.237578 -0.741485 -6.287256 0.0 0.5 -0.1
C 0.203819 1.123469 -7.398220 0.2 -0.4 0.3
H 3.126219 0.170130 -4.057086 0.2 0.1 -0.3
C 2.419962 1.823297 -5.836783 -0.4 -0.1 -0.2
H -0.679695 0.827141 -7.963891 0.2 0.2 0.0
C 0.823158 2.358386 -7.583736 0.2 -0.1 0.1
C 1.952269 2.692244 -6.828393 0.1 -0.1 0.2
H 3.275773 2.060519 -5.192120 -0.3 0.1 -0.4
H 0.428422 3.050054 -8.323796 0.1 -0.1 0.1
H 2.468572 3.638794 -6.984914 -0.2 -0.2 0.0
Si -0.193267 0.221172 -2.623263 -0.5 0.7 -2.3
Cl 0.709657 -1.228981 -1.061438 2.6 0.0 1.6
C -1.352605 -0.047085 -4.119004 -0.3 0.0 -0.2
C 0.242498 2.077866 -2.692174 0.0 0.3 0.4
C -1.605014 0.046132 -1.268424 -0.3 0.4 -0.2
H -1.155875 0.632215 -4.962289 0.2 -0.2 0.4
H -2.402184 0.128728 -3.851260 0.2 -0.2 0.1
H -1.275726 -1.065426 -4.514792 0.0 0.0 0.0
H -1.823625 -0.973963 -0.927323 0.2 0.1 -0.2
H -2.536737 0.412730 -1.708624 -0.1 0.2 0.0
H -1.409641 0.611670 -0.351050 0.1 -0.4 -0.2
H 0.325755 2.404128 -3.736651 0.0 -0.4 0.0
H 1.211368 2.320323 -2.245582 -0.1 0.0 0.0
H -0.520039 2.719524 -2.236615 0.0 0.0 0.1
C -4.287321 0.009102 4.438755 -0.1 -0.4 -0.1
C -3.213390 1.022125 4.737379 0.7 0.4 0.1
O -1.955290 0.710752 4.066897 -0.2 -0.3 0.8
P -0.729550 -0.152501 4.710728 0.5 0.2 0.0
O -1.515946 -1.270960 5.636267 -0.2 0.2 0.1
C -1.468475 -1.443905 7.067472 0.1 -0.2 -0.7
C -2.354711 -0.487420 7.806744 -0.1 0.4 0.5
O -0.160700 0.871664 5.887361 0.1 0.0 0.3
C 1.199411 0.729879 6.382707 -0.5 0.0 -0.3
C 1.598718 2.012425 7.075890 0.0 0.2 0.0
H -4.414594 -0.116179 3.356351 0.0 0.0 0.2
H -5.242174 0.345950 4.864438 0.2 -0.1 -0.1
H -4.032963 -0.963636 4.876982 -0.1 0.2 -0.1
H -3.495007 2.003766 4.347312 0.0 -0.1 0.1
H -3.035131 1.123714 5.817811 -0.1 0.0 -0.3
H -1.814249 -2.468573 7.220256 0.1 0.0 0.0
H -0.431911 -1.372293 7.415308 -0.2 0.0 0.0
H -3.376098 -0.471972 7.418996 0.1 -0.1 -0.1
H -2.405555 -0.805201 8.850307 0.0 0.0 0.1
H -1.952231 0.527595 7.796919 0.0 -0.1 -0.1
H 1.258736 -0.109216 7.086355 -0.1 0.1 -0.1
H 1.881738 0.510961 5.551094 -0.2 0.0 0.0
H 0.900719 2.275087 7.877818 0.1 -0.1 -0.2
H 2.593075 1.895178 7.520378 -0.1 0.0 -0.1
H 1.629880 2.842415 6.362450 0.0 -0.1 0.1
```
Forces are in eV/Å.